(1)
One molecule with the formula C3H4FNS, computed with wB97M-V/def2-TZVPD.

```
10
Properties=species:S:1:pos:R:3:forces:R:3
F -3.280242 -0.257470 -0.426974 2.506 -0.420 0.442
C -1.981423 -0.199456 0.106009 -1.861 0.479 -1.152
C -0.834836 -0.316526 -0.529081 -0.252 -0.939 -3.994
C 0.405046 0.039504 0.116271 1.888 0.031 2.398
N 1.594648 0.147454 -0.386818 -1.860 -0.218 -0.147
S 2.864775 0.670846 0.623560 -0.482 -0.222 0.008
H -2.022738 0.140468 1.087600 -0.297 0.371 1.713
H -0.852828 -0.630978 -1.647452 0.188 0.672 2.038
H 0.264823 0.146437 1.248277 0.215 0.201 -1.241
H 3.842776 0.259720 -0.191391 -0.046 0.045 -0.064
```
Forces are in eV/Å.

Values from the calculation:
Relative energy (zero: lowest compared OMol25 entry of this formula, charge and spin): 1.432 eV
Multiplicity: 1
Energy: -18216.56691 eV
Highest occupied orbital energy: -8.8 eV

Atom charges from the Löwdin analysis, given in e for atoms 1 to 5:
1 F -0.0168
2 C -0.1019
3 C -0.0860
4 C -0.3248
5 N -0.3925


(2)
One molecule with the formula C3H4FNS, computed with wB97M-V/def2-TZVPD.

```
10
Properties=species:S:1:pos:R:3:forces:R:3
F 2.621360 0.168416 -0.290333 -1.443 -0.960 0.443
C 1.631182 -0.791200 -0.021130 0.274 2.841 -0.216
C 0.353986 -0.510660 0.186644 2.148 -0.697 -0.354
N -0.275573 0.678082 0.186436 -1.230 2.286 -0.825
C -1.625599 0.730376 -0.086435 0.157 1.473 0.609
S -2.659201 -0.501351 -0.165017 -0.315 -0.478 -0.153
H 2.001408 -1.749084 0.019750 0.917 -1.873 -0.014
H -0.278300 -1.337348 0.280595 -0.830 -1.131 0.346
H 0.260327 1.542634 0.048672 -0.343 -0.704 0.180
H -2.029590 1.770134 -0.159179 0.664 -0.756 -0.017
```
Forces are in eV/Å.

Values from the calculation:
Relative energy (zero: lowest compared OMol25 entry of this formula, charge and spin): 0.564 eV
Multiplicity: 1
Energy: -18217.43412 eV
Highest occupied orbital energy: -8.9 eV

Atom charges from the Löwdin analysis, given in e for atoms 1 to 5:
1 F -0.0356
2 C -0.0666
3 C -0.1850
4 N -0.0381
5 C -0.7121


| no. | LUMO (eV) |
| --- | --- |
| 1 | 0.305 |
| 2 | 0.183 |